1.
8
Properties=species:S:1:pos:R:3:forces:R:3:mulliken_charge:R:1 method="wB97M-V/def2-TZVPD" e_homo_ev=-11.706 gap_ev=12.61 smiles=C[SiH](F)F lumo_energy_ha=0.0331 total_energy_ev=-14417.9610
C 0.15948 1.00867 0.13499 -2.5312 -0.5757 -0.1047 -0.950
Si -0.07912 -0.86525 -0.11224 1.1502 0.3947 -0.4540 0.736
F -0.33614 -1.84541 1.13902 0.2374 0.8297 -0.1343 -0.276
F 1.22359 -1.45078 -0.86414 -0.3748 0.1447 0.3678 -0.280
H -0.95205 1.34496 0.14605 1.6579 -0.1988 -0.5327 0.240
H 0.42894 1.29871 1.11492 0.7782 0.1065 1.1809 0.324
H 0.75883 1.59404 -0.57887 -0.4019 -0.5797 0.0275 0.316
H -1.20353 -1.08495 -0.97973 -0.5156 -0.1215 -0.3504 -0.111

2.
66
Properties=species:S:1:pos:R:3:forces:R:3:mulliken_charge:R:1 method="wB97M-V/def2-TZVPD" e_homo_ev=-4.400 gap_ev=6.66 charge=-1 lumo_energy_ha=0.0829 total_energy_ev=-49491.2195
Tl 1.42217 -0.16224 1.75001 -0.0303 0.1511 -0.1952 0.980
C -0.94233 -3.86054 -1.97279 0.1603 0.1315 0.2172 -1.703
C 0.17667 -2.99854 -1.39069 0.1703 0.2795 0.2195 0.507
C 0.75647 -2.06964 -2.45749 0.1088 -0.0620 0.1523 -1.502
P -0.21083 -1.93004 0.10731 -0.7887 -0.9636 -0.2267 0.358
C -1.13383 -3.12544 1.22681 0.2874 0.3456 -0.1095 0.466
C -1.53143 -2.34224 2.47321 -0.0162 0.0114 -0.1636 -1.601
C -0.26483 -4.31804 1.60121 -0.1204 0.1096 -0.1564 -1.705
C -1.55893 -0.82244 -0.40309 0.3859 0.0619 0.0568 0.625
C -2.77303 -1.28254 -0.89449 -0.1241 0.1496 -0.0626 0.045
C -3.77793 -0.42824 -1.31169 -0.1917 -0.0945 -0.0878 0.128
C -5.09943 -0.93704 -1.81659 0.1192 0.0910 -0.0624 -1.707
C -3.52203 0.94326 -1.26419 -0.0598 -0.3016 0.0029 -0.930
C -2.35333 1.43496 -0.75109 0.1156 0.2848 -0.0071 -0.284
C -1.33983 0.57656 -0.24659 -0.3886 -0.4009 -0.1006 -0.533
N -0.25753 1.02386 0.38671 0.9300 -0.0392 0.4661 -0.048
C -0.08393 2.40396 0.52631 -0.0736 0.3075 0.0848 -1.046
C -0.52443 3.05076 1.68811 0.0572 -0.2154 -0.0751 1.380
C -1.22373 2.24916 2.74861 0.0743 0.0110 -0.0980 -1.363
C -0.31863 4.41336 1.82711 0.0128 0.1789 -0.1051 -1.129
C 0.29087 5.15536 0.82671 0.0965 0.0562 0.0450 0.871
C 0.44917 6.64416 0.95461 -0.0150 -0.0486 -0.0440 -1.524
C 0.73597 4.49726 -0.31319 -0.0969 0.0893 0.0066 -1.073
C 0.55677 3.13716 -0.48129 -0.0115 -0.1391 0.0920 1.422
C 1.01787 2.40876 -1.70579 0.0142 -0.0048 0.0657 -1.309
H -0.51563 -4.55574 -2.69659 0.0081 -0.0318 -0.0849 0.487
H -1.66793 -3.23704 -2.48929 -0.0987 0.0009 -0.0557 0.352
H -1.45563 -4.44734 -1.21159 -0.0788 -0.0507 0.0123 0.341
H 0.97657 -3.65984 -1.02849 -0.0599 0.1107 -0.0402 0.583
H -0.01123 -1.37724 -2.80549 -0.0253 0.0538 -0.0277 0.275
H 1.12117 -2.64154 -3.31049 0.0258 -0.0229 -0.0660 0.484
H 1.58897 -1.49224 -2.05389 0.0606 0.0655 -0.0678 0.285
H -2.03863 -3.47114 0.71861 0.0291 0.0418 -0.0231 0.353
H -0.64313 -2.09804 3.05871 -0.0030 0.0189 0.0978 0.246
H -2.20983 -2.92234 3.09731 -0.0516 -0.0380 0.1166 0.487
H -2.02223 -1.41304 2.18851 -0.1057 0.1161 0.1074 0.286
H 0.69057 -3.96974 1.99141 0.1396 -0.0537 0.0972 0.319
H -0.07103 -4.96064 0.74621 0.0771 -0.1020 -0.0791 0.336
H -0.76023 -4.91254 2.36851 0.0190 -0.0936 0.0952 0.482
H -2.94863 -2.34614 -0.94959 -0.0685 -0.1750 0.0039 0.156
H -5.20703 -2.00064 -1.60699 -0.0925 -0.0360 -0.0158 0.353
H -5.18843 -0.78924 -2.89589 -0.0932 -0.0630 -0.0348 0.308
H -5.92153 -0.39744 -1.34179 -0.0872 -0.1000 -0.0174 0.369
H -4.27673 1.62856 -1.63029 -0.0595 0.1085 0.0044 0.377
H -2.20193 2.50536 -0.70929 0.0441 0.0435 0.0426 0.429
H -2.03243 1.67076 2.30241 -0.0699 -0.0686 0.0646 0.216
H -1.62993 2.89236 3.52691 -0.0143 0.0441 0.0543 0.413
H -0.52983 1.54026 3.20781 -0.0902 -0.0291 0.0689 0.170
H -0.65783 4.91596 2.72501 -0.0528 0.0260 0.0828 0.293
H 0.18437 6.97376 1.95691 0.0043 0.0887 0.0589 0.356
H -0.20343 7.15386 0.24421 -0.0157 0.1069 -0.0025 0.289
H 1.47217 6.95536 0.74371 0.0454 0.0418 0.0145 0.355
H 1.21567 5.06136 -1.10219 0.0952 0.0977 -0.0830 0.406
H 1.57657 3.06076 -2.37429 0.0362 0.0371 -0.0243 0.450
H 0.15847 2.00476 -2.24379 0.0204 -0.0760 -0.0777 0.250
H 1.64547 1.56596 -1.41059 0.0425 -0.0399 -0.1347 0.143
N 4.89007 -0.65434 1.74731 -0.1104 0.0401 -0.0466 -0.351
C 4.52457 -0.68214 0.41611 -0.2970 0.2777 0.5394 0.611
O 3.38937 -0.26204 0.08651 0.0385 -0.1340 -0.1233 -0.534
C 5.51047 -1.16374 -0.47549 -0.3112 0.1350 0.0918 0.051
C 6.70957 -1.66704 0.01671 0.7298 -0.3569 0.3479 0.046
N 7.68447 -2.10464 0.46141 0.0871 0.0329 0.0974 -0.607
C 5.30837 -1.27664 -1.84949 -0.3193 -0.0494 -0.6885 0.167
N 5.19437 -1.42304 -2.98859 -0.0823 0.0597 -0.2124 -0.667
H 4.15877 -0.49804 2.41971 0.0561 -0.0182 -0.0464 0.107
H 5.70307 -1.16684 2.04251 0.0125 0.0023 0.0393 0.205

3.
25
Properties=species:S:1:pos:R:3:forces:R:3:mulliken_charge:R:1 method="wB97M-V/def2-TZVPD" e_homo_ev=-7.539 gap_ev=8.25 lumo_energy_ha=0.0261 total_energy_ev=-11505.2927
C 0.76652 -0.63548 -0.46070 -0.8286 -0.1310 0.2210 1.359
C 2.24513 -0.48649 -0.12370 -0.1837 0.1135 0.0739 -1.820
C 0.53119 -0.35495 -1.93891 -0.0114 -0.0294 0.1539 -1.539
C 0.30016 -2.04956 -0.07762 0.1930 -0.0558 -0.1879 -1.584
H -0.47488 -0.12159 0.18358 1.4965 -0.1920 -0.5346 -0.008
H -0.75800 -2.21714 -0.30357 -0.0010 0.0186 0.0123 0.389
H 2.43903 -0.64920 0.94098 0.0114 0.0229 -0.0017 0.376
H 2.84968 -1.21889 -0.67513 -0.0645 -0.0334 -0.0066 0.456
H 2.62165 0.50222 -0.39478 -0.0015 0.0446 0.0367 0.381
H 1.18043 -0.96856 -2.57713 -0.0014 0.0222 -0.0210 0.458
H 0.72887 0.69633 -2.16567 0.0484 -0.0065 -0.0514 0.295
H -0.50215 -0.56960 -2.23117 0.0079 -0.0547 -0.0268 0.286
H 0.86803 -2.81107 -0.62931 -0.0066 -0.0436 -0.0078 0.415
H 0.45424 -2.25124 0.98673 -0.0218 0.0422 -0.0024 0.308
C -1.78324 0.73382 1.99157 0.1005 0.2525 -0.1306 -0.924
N -1.21504 0.80538 0.64513 -0.1761 0.3941 -0.1044 0.379
N -2.12265 1.37749 -0.29482 0.2452 0.0302 0.1717 -0.798
C 0.22746 1.39740 0.54345 -0.9329 0.7858 0.0163 0.124
O 0.44520 2.32050 -0.20715 -0.0917 -0.9169 0.4973 -0.563
H -1.99375 0.88460 -1.17287 0.0089 -0.0237 0.0340 0.308
H -1.80770 2.33329 -0.47282 -0.0257 -0.0869 0.0267 0.278
H 0.77846 1.15666 1.45938 0.1650 -0.1642 -0.1971 0.450
H -1.05973 0.26583 2.65896 0.0036 -0.0061 -0.0146 0.336
H -2.03230 1.73270 2.35865 -0.0050 -0.0209 0.0584 0.307
H -2.68658 0.12757 1.95693 0.0714 0.0385 -0.0151 0.330

4.
63
Properties=species:S:1:pos:R:3:forces:R:3:mulliken_charge:R:1 method="wB97M-V/def2-TZVPD" e_homo_ev="-10.714 / -10.712" gap_ev="5.94 / 5.86" charge=+1 lumo_energy_ha="-0.1753 / -0.1784" total_energy_ev=-50649.6394
Pt 0.32290 0.29358 0.35902 1.0434 -1.0958 1.2218 0.376
N 0.28754 1.57376 -1.04174 -0.1123 1.0649 0.0715 -0.617
C -0.68573 1.93596 -1.86706 0.0458 -0.3796 0.0373 0.413
C -0.55513 3.15675 -2.58382 0.0338 -0.0488 -0.1565 -0.181
C -1.52781 3.53153 -3.47921 0.0353 0.1301 -0.0164 -0.647
C -2.61322 2.68767 -3.71900 0.0721 -0.0339 0.0764 -0.249
C -2.77168 1.49212 -3.01544 -0.0368 -0.1077 -0.0348 -1.020
C -1.84108 1.12749 -2.07339 -0.1380 0.0948 0.0744 0.389
H 0.30890 3.77610 -2.38465 0.0364 -0.0395 -0.0291 0.468
H -1.44499 4.46917 -4.01135 -0.0077 -0.0112 -0.0161 0.411
H -3.34993 2.96882 -4.46033 -0.0265 0.0249 0.0248 0.417
H -3.63676 0.86893 -3.19672 -0.0037 0.0110 -0.0115 0.426
H -1.95676 0.24136 -1.46143 0.0180 -0.0231 -0.0519 0.323
C 2.07849 -3.02062 1.82668 -0.0543 -0.0438 -0.0041 -0.562
O 0.83382 -2.64473 2.44072 0.3791 0.4542 0.1882 -0.344
P -0.07720 -1.47322 1.85518 -0.9972 0.1293 -1.0127 0.354
O -1.03587 -2.22718 0.82205 0.0894 -0.1677 0.1446 -0.244
C -1.79255 -3.39841 1.19043 -0.0323 0.0362 0.0605 -0.834
O -1.06499 -1.22582 3.07271 0.2284 -0.1063 0.1435 -0.289
C -0.57872 -0.80701 4.36442 0.0030 0.0289 0.0370 -0.813
H 2.47174 -3.84122 2.41875 0.0004 -0.0020 -0.0067 0.339
H 2.77669 -2.18661 1.83845 0.0024 -0.0076 0.0053 0.208
H 1.91219 -3.34802 0.80056 0.0170 0.0096 -0.0019 0.245
H -1.79790 -4.06003 0.32854 -0.0037 0.0017 0.0002 0.256
H -2.80769 -3.09298 1.43385 0.0044 -0.0071 0.0113 0.255
H -1.34481 -3.90516 2.04376 0.0016 -0.0107 -0.0225 0.363
H -1.44069 -0.80171 5.02412 -0.0030 0.0102 -0.0133 0.254
H -0.16169 0.19704 4.29742 0.0076 0.0029 -0.0112 0.353
H 0.16491 -1.51136 4.73316 -0.0114 -0.0103 -0.0098 0.316
O -1.14753 1.79695 2.58856 0.0499 0.1051 0.0174 -0.410
B -1.23627 1.07944 1.40439 -0.2735 -0.1827 -0.5256 1.110
O -2.57116 0.87946 1.04488 -0.0383 0.1063 0.0645 -0.444
C -3.31081 1.47721 2.04262 -0.0666 0.0611 0.0622 0.759
C -4.67804 1.56933 2.17024 0.0364 -0.0415 -0.0136 -1.090
C -5.15380 2.25786 3.28452 -0.0111 0.0296 0.0086 -0.545
C -4.28849 2.82893 4.21184 -0.0019 0.0125 -0.0093 -0.486
C -2.90534 2.72695 4.07317 -0.0117 -0.0209 -0.0169 -1.113
C -2.45254 2.03480 2.97465 0.0418 0.0194 -0.0451 0.786
H -5.34517 1.12863 1.44246 -0.0006 0.0058 -0.0057 0.491
H -6.22131 2.35786 3.42625 0.0004 -0.0014 -0.0011 0.397
H -4.69601 3.37582 5.05102 -0.0044 -0.0306 0.0193 0.407
H -2.22116 3.17569 4.77979 -0.0022 -0.0034 0.0070 0.495
C 2.50648 -1.01181 -3.89846 -0.0093 -0.0009 -0.0213 -1.227
N 2.10900 -1.18344 -2.51024 -0.0604 0.0265 0.0167 0.333
C 0.86065 -1.90015 -2.30839 0.0513 -0.1169 0.0148 -0.831
C 2.82221 -0.66806 -1.48273 0.0130 -0.0492 0.0107 0.332
N 2.29331 -0.50185 -0.29830 -0.3638 0.1870 -0.2417 -0.351
N 4.12405 -0.31486 -1.76170 -0.0445 0.0590 0.0307 0.131
C 4.76354 0.69083 -0.93163 0.0341 -0.0304 0.0372 -1.160
C 5.04112 -1.32779 -2.26957 0.0239 0.0011 -0.0571 -1.098
H 1.61594 -0.79149 -4.48758 0.0023 0.0219 0.0024 0.385
H 2.96625 -1.91285 -4.31183 -0.0185 0.0017 -0.0126 0.348
H 3.20104 -0.18188 -3.99065 0.0198 -0.0242 0.0046 0.398
H 0.99397 -2.96572 -2.51628 -0.0014 0.0078 -0.0499 0.324
H 0.10305 -1.51242 -2.99143 -0.0105 0.0241 0.0312 0.254
H 0.49961 -1.78787 -1.29189 0.0172 -0.0187 -0.0009 0.083
H 2.97990 -0.20675 0.38121 0.0565 -0.0595 -0.0259 0.258
H 4.03797 1.44076 -0.62399 0.0030 0.0109 -0.0207 0.380
H 5.53642 1.18542 -1.51939 0.0166 -0.0189 0.0072 0.315
H 5.24388 0.26045 -0.04374 -0.0287 0.0026 0.0142 0.375
H 4.50101 -2.11907 -2.77997 0.0048 0.0070 0.0116 0.359
H 5.60695 -1.77666 -1.44623 -0.0026 0.0066 0.0022 0.357
H 5.74930 -0.87991 -2.96730 -0.0126 -0.0008 -0.0130 0.312

5.
40
Properties=species:S:1:pos:R:3:forces:R:3:mulliken_charge:R:1 method="wB97M-V/def2-TZVPD" e_homo_ev="-7.611 / -8.135" gap_ev="7.35 / 7.82" lumo_energy_ha="-0.0097 / -0.0116" multiplicity=2 total_energy_ev=-43527.4717
Ir 0.41005 0.47490 0.39279 0.6717 0.9012 -0.3104 1.511
C 1.75185 0.47004 5.58166 -0.0010 -0.0216 -0.0107 -0.658
O 2.64903 0.47625 4.45857 0.0719 0.0474 0.0743 -0.425
C 2.04791 0.38991 3.26945 -0.1496 -0.1199 -0.1856 0.694
O 0.85644 0.29319 3.10027 0.0632 0.0549 0.0001 -0.631
N 2.99903 0.41188 2.28443 -0.0139 0.0609 -0.0053 -0.264
N 2.64950 0.37580 0.92847 -0.2504 0.0404 0.0315 -0.621
H 2.38691 0.54560 6.45766 0.0042 0.0001 -0.0003 0.227
H 1.17846 -0.45395 5.59989 0.0029 -0.0008 -0.0013 0.292
H 1.07190 1.31714 5.52432 0.0030 0.0007 -0.0004 0.300
H 3.96604 0.51133 2.54319 0.0073 -0.0345 -0.0076 0.262
H 2.98830 -0.48114 0.50105 -0.0261 -0.0256 0.0166 0.339
H 3.03209 1.18597 0.45458 0.1135 -0.0384 0.0121 0.332
C 1.20152 0.37908 -4.17630 -0.0164 -0.0040 -0.0056 -0.901
C -0.09881 0.36504 -4.66529 0.0163 0.0164 0.0027 -0.312
C -1.15779 0.35878 -3.78144 -0.0019 0.0009 0.0066 -1.139
C -0.91308 0.37099 -2.40676 -0.0034 0.0316 0.0283 0.934
N 0.34921 0.40088 -1.95499 -0.0077 -0.1162 0.1069 -0.081
C 1.36977 0.40172 -2.80786 0.0217 -0.0028 0.0103 -0.045
C -1.96475 0.36170 -1.37022 -0.0066 -0.0135 0.0077 1.215
C -3.31887 0.25762 -1.69369 0.0143 -0.0113 -0.0214 -0.631
C -4.27866 0.23239 -0.69964 0.0023 -0.0014 0.0089 -0.804
C -3.88670 0.30461 0.63170 0.0028 -0.0116 -0.0198 -0.569
C -2.54280 0.40114 0.95877 -0.0002 0.0409 0.0008 -0.472
C -1.56045 0.43544 -0.02906 -0.1233 -0.1783 0.0027 -0.775
H 2.05722 0.36665 -4.83569 0.0044 0.0261 0.0081 0.404
H -0.28155 0.36563 -5.73186 -0.0063 -0.0404 0.0013 0.429
H -2.17159 0.34389 -4.15180 0.0029 0.0074 -0.0015 0.350
H 2.36021 0.42153 -2.36676 -0.0004 -0.0174 -0.0119 0.345
H -3.63347 0.17784 -2.72624 -0.0080 0.0165 0.0037 0.312
H -5.32527 0.14550 -0.95962 -0.0003 0.0049 0.0029 0.393
H -4.63206 0.27644 1.41695 0.0023 -0.0004 0.0000 0.397
H -2.24913 0.44204 2.00110 0.0101 0.0158 -0.0040 0.447
S 0.09506 3.83220 0.32980 0.2018 0.0741 -0.0437 -0.344
C 0.31888 2.30716 0.38855 -0.5102 -0.6048 0.2801 0.229
N 0.43565 -5.42865 -1.97338 -0.0694 -0.0091 0.0169 -0.520
C 0.40020 -4.72030 -1.05905 0.1752 0.1670 -0.2531 0.457
N 0.38655 -3.98544 0.02965 -0.0875 -0.3095 0.4677 -0.687
C 0.47931 -2.73748 0.14857 -0.0775 0.2132 -0.1926 0.484
N 0.57390 -1.59332 0.38823 -0.0318 -0.1588 -0.0149 -0.471